The following is a DFT calculation (ωB97M-V/def2-TZVPD) of C27H18N8Pt as an isolated structure in a non-equilibrium geometry.

```
! RIJCOSX wB97M-V def2-TZVPD def2/J DEFGRID3
* xyz 0 3
Pt 0.226 0.166 0.907
C 5.586 0.423 1.390
C 4.780 -0.634 0.999
C 3.528 -0.395 0.457
C 3.075 0.911 0.312
C 3.895 1.978 0.693
C 5.137 1.729 1.244
N 1.803 1.141 -0.316
N 1.680 2.319 -0.687
C -0.868 2.629 -0.898
C -1.899 2.735 -1.824
C -3.218 2.576 -1.439
C -3.524 2.302 -0.114
C -2.508 2.125 0.805
C -1.177 2.281 0.418
H 6.573 0.236 1.792
H 5.137 -1.650 1.094
H 2.919 -1.218 0.111
H 3.536 2.985 0.545
H 5.763 2.555 1.554
H -1.661 2.958 -2.857
H -4.010 2.676 -2.168
H -4.556 2.216 0.198
H -2.730 1.889 1.838
C 0.705 4.331 1.515
C 0.577 2.974 1.889
N -0.157 2.035 1.370
C 0.544 2.968 -1.313
C 0.835 4.441 -1.024
C 0.737 4.956 0.271
C 1.358 5.344 -2.016
C 2.096 5.241 -3.176
C 2.919 4.218 -3.807
C 3.615 4.571 -4.978
C 4.490 3.649 -5.516
N 4.688 2.452 -4.975
C 3.982 2.200 -3.884
N 3.123 3.009 -3.290
H 1.032 4.967 2.330
H 1.150 2.670 2.763
H 0.609 2.807 -2.389
H 0.942 6.020 0.336
H 1.151 6.379 -1.757
H 2.224 6.189 -3.687
H 3.472 5.539 -5.438
H 5.056 3.862 -6.416
H 4.116 1.224 -3.428
N 0.419 -1.706 0.499
C 0.677 -2.794 0.179
C 1.114 -4.041 -0.176
C 2.511 -4.251 -0.141
N 3.659 -4.371 -0.118
C 0.235 -5.058 -0.604
N -0.476 -5.894 -0.955
*
```

Summary:
- HOMO-LUMO gap (spin up / spin down): 6.3 / 4.7 eV
- ⟨S²⟩: 2.122
- ΔE to the lowest compared entry with this formula, charge and spin: 58.9 kcal/mol
- Electronic energy: -1596.83833 Ha

The following is a DFT calculation (ωB97M-V/def2-TZVPD) of C13H16BiI2N3O as an isolated structure in a non-equilibrium geometry.

```
! RIJCOSX wB97M-V def2-TZVPD def2/J DEFGRID3
* xyz -2 1
C 2.507 -4.504 -4.235
I 1.143 -4.046 -2.633
H 3.313 -3.752 -4.182
H 1.946 -4.450 -5.181
H 2.880 -5.518 -4.035
C -1.713 2.532 -2.866
C -0.576 0.997 -1.660
N -1.683 1.793 -1.693
H -0.217 2.633 -4.475
I 1.151 2.385 0.773
N 0.132 1.347 -2.771
H -2.506 3.195 -3.146
Bi 0.353 -0.295 0.050
C -0.382 -2.417 -1.371
O -1.446 -2.887 -1.346
C -0.574 2.259 -3.538
C 1.484 0.909 -3.062
H 2.208 1.730 -2.933
H 1.554 0.561 -4.102
H 1.750 0.082 -2.385
C -2.676 1.944 -0.644
H -3.686 1.883 -1.080
H -2.591 2.938 -0.172
H -2.527 1.162 0.114
N -1.309 -0.208 1.482
C -1.099 -0.284 2.800
C 0.069 -0.870 3.405
C 0.275 -0.809 4.766
C -0.706 -0.224 5.584
C -1.896 0.314 5.047
C -2.096 0.282 3.674
H 0.815 -1.322 2.754
H 1.189 -1.249 5.182
H -0.537 -0.206 6.662
H -2.669 0.716 5.712
H -2.981 0.706 3.205
*
```

Summary:
- HOMO-LUMO gap (spin up / spin down): 2.5 / 2.5 eV
- Electronic energy: -1554.31234 Ha

The following is a DFT calculation (ωB97M-V/def2-TZVPD) of C22H22N3O2Sn as an isolated structure.

```
! RIJCOSX wB97M-V def2-TZVPD def2/J DEFGRID3
* xyz -1 1
Sn -0.619 0.704 -0.780
O -1.381 -0.539 -2.764
C -1.573 -1.742 -3.130
C -1.631 -2.077 -4.520
C -1.805 -3.362 -4.956
C -1.955 -4.421 -4.043
C -1.935 -4.134 -2.702
C -1.752 -2.827 -2.211
C -1.792 -2.658 -0.787
N -1.612 -1.598 -0.092
C -1.711 -1.724 1.344
C -0.506 -1.071 2.005
N -0.530 0.336 1.693
C -0.244 1.171 2.618
C -0.313 2.604 2.563
C 0.182 3.324 3.664
C 0.115 4.693 3.731
C -0.490 5.387 2.670
C -0.994 4.719 1.586
C -0.917 3.298 1.464
O -1.371 2.712 0.426
H -1.518 -1.259 -5.221
H -1.827 -3.574 -6.020
H -2.091 -5.437 -4.390
H -2.061 -4.938 -1.983
H -2.022 -3.587 -0.243
H -2.605 -1.192 1.687
H -1.787 -2.775 1.657
H -0.540 -1.250 3.088
H 0.409 -1.517 1.599
H 0.056 0.771 3.598
H 0.639 2.765 4.475
H 0.514 5.230 4.582
H -0.563 6.469 2.714
H -1.454 5.255 0.764
C 2.208 2.700 -0.161
C 2.578 1.247 -0.137
C 3.789 0.672 0.180
C 3.631 -0.731 0.020
C 2.332 -0.934 -0.393
C 1.649 -2.225 -0.741
N 1.682 0.269 -0.489
H 3.103 3.321 -0.134
H 1.587 2.974 0.694
H 1.645 2.938 -1.068
H 4.692 1.185 0.480
H 4.385 -1.491 0.172
H 2.333 -2.898 -1.259
H 0.793 -2.035 -1.394
H 1.280 -2.750 0.148
*
```

Summary:
- HOMO-LUMO gap: 7.0 eV
- Electronic energy: -1380.67052 Ha